Formula: C15H60O15
Source: the Open Molecules 2025 dataset
Level of theory: ωB97M-V/def2-TZVPD

Properties
energy relative to the best compared isomer or geometry (same formula, charge and spin)	167.0	kcal per mole
2S+1	1
Kohn-Sham gap	9.4238	eV
highest occupied orbital energy	-9.213	eV
LUMO	0.008	Eh

```
90
C15H60O15, DFT ωB97M-V/def2-TZVPD
C -0.21 -4.05 0.01
O -0.53 -5.32 -0.48
H -0.99 -3.37 -0.34
H -0.23 -4.14 1.10
H 0.74 -3.67 -0.37
H -0.39 -5.32 -1.43
C -0.66 4.44 2.36
O -0.79 3.26 1.66
H -1.01 5.27 1.74
H -1.38 4.51 3.18
H 0.36 4.66 2.68
H -0.87 3.43 0.71
C -2.29 0.54 3.24
O -2.06 1.85 3.73
H -2.24 0.46 2.15
H -1.60 -0.24 3.59
H -3.33 0.29 3.46
H -1.66 2.35 3.01
C 3.87 0.11 1.02
O 4.54 -1.04 1.54
H 4.15 0.30 -0.02
H 2.79 0.01 1.04
H 4.28 0.89 1.66
H 4.55 -0.99 2.50
C 2.82 0.91 -3.86
O 1.63 0.38 -3.33
H 2.70 1.80 -4.48
H 3.42 1.19 -2.99
H 3.50 0.19 -4.32
H 1.95 -0.33 -2.77
C -2.65 -3.50 3.15
O -1.66 -3.34 4.14
H -3.59 -3.41 3.70
H -2.73 -2.74 2.37
H -2.61 -4.49 2.71
H -1.78 -4.08 4.74
C -0.61 2.92 -4.39
O -0.32 2.20 -3.14
H -0.97 3.95 -4.28
H 0.26 2.86 -5.05
H -1.36 2.34 -4.93
H 0.41 1.60 -3.25
C 2.16 2.98 0.14
O 2.99 3.44 1.14
H 1.41 2.41 0.70
H 1.66 3.83 -0.32
H 2.67 2.38 -0.62
H 3.85 3.59 0.75
C -0.34 -0.04 -0.36
O -1.16 -0.98 0.26
H -0.90 0.47 -1.13
H -0.09 0.66 0.43
H 0.53 -0.49 -0.85
H -0.62 -1.47 0.89
C -1.75 -1.62 -3.99
O -3.08 -2.16 -4.15
H -1.68 -0.78 -4.68
H -1.56 -1.28 -2.98
H -1.03 -2.39 -4.28
H -3.71 -1.48 -3.93
C -4.08 -3.06 -0.76
O -3.99 -1.78 -0.16
H -3.94 -3.90 -0.09
H -5.05 -3.19 -1.25
H -3.30 -3.17 -1.51
H -3.04 -1.68 -0.03
C 1.64 1.51 3.78
O 2.12 2.83 3.81
H 1.16 1.32 2.82
H 2.50 0.85 3.86
H 0.95 1.36 4.61
H 2.49 3.07 2.96
C -2.02 4.60 -1.65
O -1.01 3.82 -1.01
H -2.90 4.04 -1.98
H -2.35 5.40 -0.98
H -1.62 5.07 -2.54
H -0.67 3.27 -1.72
C 2.33 -2.82 -2.90
O 2.35 -1.86 -1.85
H 3.34 -3.12 -3.17
H 1.79 -3.70 -2.55
H 1.82 -2.39 -3.76
H 2.82 -2.29 -1.13
C 1.30 -2.37 3.07
O 0.13 -1.87 2.54
H 1.32 -3.45 2.91
H 2.21 -1.97 2.61
H 1.46 -2.10 4.11
H -0.57 -2.17 3.12
```



Formula: C15H6BiClN2O2S2
Source: the Open Molecules 2025 dataset
Level of theory: ωB97M-V/def2-TZVPD

Properties
2S+1	1
Kohn-Sham gap	7.6791	eV
highest occupied orbital energy	-8.734	eV
LUMO	-0.039	Eh

```
29
C15H6BiClN2O2S2, DFT ωB97M-V/def2-TZVPD
Bi -0.08 -2.26 -1.45
S 2.38 -1.71 -1.43
C 2.62 -1.13 0.21
C 3.93 -0.84 0.58
C 4.24 -0.39 1.85
C 5.58 -0.12 2.22
N 6.65 0.13 2.53
C 3.20 -0.20 2.79
C 1.90 -0.47 2.42
C 1.59 -0.95 1.14
S -0.12 -1.28 0.83
C 3.51 0.28 4.08
N 3.77 0.68 5.12
H 4.71 -0.99 -0.15
H 1.10 -0.32 3.13
Cl -5.25 3.31 -1.24
C -4.37 1.84 -1.44
C -5.05 0.62 -1.29
C -4.38 -0.56 -1.42
C -2.98 -0.61 -1.69
O -2.40 -1.74 -1.78
C -2.31 0.65 -1.89
C -0.97 0.73 -2.26
O -0.10 -0.17 -2.39
C -3.04 1.86 -1.74
H -6.10 0.63 -1.06
H -4.89 -1.51 -1.31
H -0.60 1.74 -2.50
H -2.52 2.79 -1.86
```



Formula: C15H7BeF5N3O3S
Source: the Open Molecules 2025 dataset
Level of theory: ωB97M-V/def2-TZVPD

Properties
charge	-1
2S+1	1
Kohn-Sham gap	6.9941	eV
highest occupied orbital energy	-4.421	eV
LUMO	0.095	Eh

```
35
C15H7BeF5N3O3S, DFT ωB97M-V/def2-TZVPD
Be -0.11 0.48 -0.44
O 0.07 1.64 0.61
C -0.82 2.25 1.31
C -0.44 3.31 2.18
C -1.35 3.98 2.95
C -2.71 3.64 2.91
C -3.11 2.62 2.08
C -2.20 1.92 1.28
C -2.62 0.83 0.42
N -1.81 0.03 -0.25
C -2.58 -0.88 -0.93
C -3.89 -0.64 -0.66
N -3.90 0.45 0.19
H 0.62 3.56 2.21
H -1.03 4.79 3.59
H -3.43 4.17 3.52
H -4.16 2.34 2.07
H -2.13 -1.62 -1.56
H -4.79 -1.11 -0.99
H -4.71 0.91 0.55
F 6.74 -0.43 0.97
C 5.42 -0.61 0.79
C 4.66 0.35 0.15
F 5.25 1.46 -0.30
C 3.30 0.16 -0.03
F 2.65 1.13 -0.67
C 2.63 -0.98 0.41
S 0.95 -1.31 0.21
C 3.44 -1.92 1.07
F 2.89 -3.05 1.54
C 4.79 -1.75 1.26
F 5.52 -2.68 1.91
O -0.67 -0.62 -3.03
N -0.17 0.48 -3.09
O 0.08 1.01 -1.95
```



Formula: C15H7Cl2MoN4O2
Source: the Open Molecules 2025 dataset
Level of theory: ωB97M-V/def2-TZVPD

Properties
energy relative to the best compared isomer or geometry (same formula, charge and spin)	11.8	kcal per mole
charge	+1
2S+1	3
Kohn-Sham gap (alpha / beta)	6.1518 / 5.9398	eV
highest occupied orbital energy (alpha / beta)	-11.623 / -11.826	eV
LUMO (alpha / beta)	-0.201 / -0.216	Eh

```
31
C15H7Cl2MoN4O2, DFT ωB97M-V/def2-TZVPD
Mo 0.92 -1.01 -1.23
Cl 0.60 3.98 -0.59
C 0.37 2.76 0.59
C -0.01 3.09 1.89
C -0.19 2.13 2.86
Cl -0.59 2.59 4.46
C -0.01 0.76 2.55
C -0.15 -0.32 3.44
C 0.09 -1.61 2.99
C 0.44 -1.82 1.66
N 0.56 -0.82 0.79
C 0.35 0.45 1.23
C 0.57 1.43 0.24
O 0.99 0.99 -0.94
H -0.17 4.13 2.15
H -0.44 -0.14 4.47
H 0.00 -2.45 3.65
H 0.63 -2.82 1.29
C 3.70 -0.68 -3.28
C 2.55 -0.97 -2.42
O 2.07 -2.13 -2.26
H 4.28 -1.59 -3.47
H 4.32 0.10 -2.84
H 3.33 -0.29 -4.23
N -0.97 -1.01 -1.33
C -2.13 -0.90 -1.60
C -3.44 -0.81 -1.86
C -3.93 -1.12 -3.16
N -4.31 -1.38 -4.21
C -4.35 -0.42 -0.83
N -5.08 -0.10 -0.01
```



Formula: C15H8Br2CoF6NO2Te
Source: the Open Molecules 2025 dataset
Level of theory: ωB97M-V/def2-TZVPD

Properties
energy relative to the best compared isomer or geometry (same formula, charge and spin)	21.4	kcal per mole
2S+1	5
Kohn-Sham gap (alpha / beta)	7.3790 / 5.6426	eV
highest occupied orbital energy (alpha / beta)	-9.092 / -9.469	eV
LUMO (alpha / beta)	-0.063 / -0.141	Eh

```
36
C15H8Br2CoF6NO2Te, DFT ωB97M-V/def2-TZVPD
Co 0.51 -0.50 0.24
Br -1.90 3.99 0.77
C -1.67 2.98 -0.76
C -2.24 3.36 -1.97
C -2.07 2.60 -3.12
Br -2.88 3.20 -4.69
C -1.29 1.40 -3.12
C -1.07 0.55 -4.22
C -0.32 -0.58 -4.06
C 0.23 -0.88 -2.81
N 0.04 -0.08 -1.77
C -0.71 1.01 -1.91
C -0.88 1.78 -0.68
O -0.35 1.37 0.37
H -2.83 4.26 -2.01
H -1.50 0.80 -5.18
H -0.14 -1.25 -4.89
H 0.82 -1.76 -2.61
F 1.54 -1.90 -0.25
Te -1.24 -3.06 1.11
F -1.19 -4.84 1.82
F -1.34 -3.90 -0.61
F -1.40 -2.46 2.93
F -3.09 -3.17 1.11
O -1.26 -1.29 0.43
F 3.65 0.09 5.35
C 2.96 -0.04 4.20
C 2.13 0.99 3.81
C 1.41 0.86 2.63
C 1.56 -0.30 1.87
C 2.39 -1.33 2.28
C 3.10 -1.20 3.47
H 2.05 1.88 4.42
H 0.74 1.65 2.33
H 2.49 -2.22 1.68
H 3.75 -1.99 3.83
```



Formula: C15H8F15N3O5ReS2
Source: the Open Molecules 2025 dataset
Level of theory: ωB97M-V/def2-TZVPD

Properties
energy relative to the best compared isomer or geometry (same formula, charge and spin)	0.0	kcal per mole
charge	+2
2S+1	2
Kohn-Sham gap (alpha / beta)	6.9556 / 7.3085	eV
highest occupied orbital energy (alpha / beta)	-16.186 / -16.186	eV
LUMO (alpha / beta)	-0.339 / -0.326	Eh

```
49
C15H8F15N3O5ReS2, DFT ωB97M-V/def2-TZVPD
Re -0.25 0.32 0.21
N -0.99 -1.34 -0.86
C 0.11 -2.15 -1.41
C -0.07 -3.27 -2.17
C 1.06 -3.96 -2.65
C 2.32 -3.52 -2.38
C 2.52 -2.35 -1.61
C 3.78 -1.80 -1.31
C 3.87 -0.64 -0.56
C 2.71 -0.03 -0.10
N 1.50 -0.53 -0.35
C 1.39 -1.67 -1.12
H -1.61 -1.03 -1.62
H -1.56 -1.90 -0.22
H -1.07 -3.63 -2.40
H 0.91 -4.85 -3.25
H 3.19 -4.05 -2.76
H 4.68 -2.29 -1.67
H 4.83 -0.19 -0.33
H 2.75 0.87 0.50
F 2.15 -0.39 2.75
C 1.14 -1.01 3.39
F 1.05 -2.24 2.91
F 1.39 -1.04 4.67
C -0.19 -0.24 3.09
O -0.59 -0.59 1.78
C 0.03 1.30 3.15
F 0.92 1.67 4.03
F 0.55 1.67 1.87
F -1.07 1.98 3.29
C -1.33 -0.67 4.06
F -1.32 -1.99 4.20
F -2.50 -0.29 3.55
F -1.15 -0.09 5.24
F -0.41 2.01 -4.83
C -0.50 2.78 -3.77
F -1.29 3.80 -3.98
F 0.69 3.16 -3.37
S -1.28 1.73 -2.39
O -0.09 1.50 -1.43
O -1.75 0.50 -2.95
N -2.33 2.61 -1.68
S -2.17 2.90 -0.13
O -1.30 3.95 0.24
O -1.90 1.59 0.56
C -3.93 3.29 0.37
F -4.66 2.21 0.21
F -4.35 4.27 -0.40
F -3.88 3.65 1.63
```



Formula: C15H95FO34PS
Source: the Open Molecules 2025 dataset
Level of theory: ωB97M-V/def2-TZVPD

Properties
charge	+1
2S+1	1
Kohn-Sham gap	8.4445	eV
highest occupied orbital energy	-11.919	eV
LUMO	-0.128	Eh

```
147
C15H95FO34PS, DFT ωB97M-V/def2-TZVPD
C -3.41 -2.46 0.79
C -2.25 -3.31 -0.06
C -0.77 -2.71 0.32
C 0.04 -3.77 1.31
C 0.16 -3.06 2.79
C 1.40 -1.95 2.74
C 0.83 -0.43 3.06
C 2.02 0.61 3.56
P 2.40 1.73 2.01
C 0.81 2.74 1.70
C 3.75 2.96 2.56
C 5.21 2.76 1.84
C 5.47 4.00 0.76
F 6.52 4.94 1.30
C 2.90 0.54 0.61
C 3.50 1.25 -0.73
C 2.78 2.66 -1.16
S 1.01 2.48 -1.79
O 0.28 1.22 -1.21
O 0.98 2.34 -3.34
O 0.20 3.96 -1.37
H -4.45 -3.01 0.74
H -3.57 -1.36 0.38
H -3.01 -2.35 1.89
H -2.43 -3.18 -1.22
H -2.34 -4.43 0.27
H -0.91 -1.65 0.83
H -0.15 -2.66 -0.68
H -0.47 -4.83 1.35
H 1.13 -3.95 0.85
H -0.88 -2.59 3.02
H 0.48 -3.86 3.61
H 1.76 -1.93 1.62
H 2.26 -2.17 3.50
H 0.40 -0.02 2.03
H -0.07 -0.45 3.81
H 1.74 1.24 4.51
H 3.00 -0.04 3.71
H -0.08 2.15 1.21
H 1.14 3.69 1.06
H 0.41 3.13 2.75
H 3.31 4.05 2.42
H 3.92 2.83 3.73
H 6.03 2.92 2.69
H 5.41 1.70 1.40
H 5.87 3.50 -0.21
H 4.49 4.64 0.62
H 3.69 -0.23 1.03
H 1.96 -0.13 0.29
H 3.35 0.47 -1.62
H 4.69 1.34 -0.63
H 3.40 3.09 -2.09
H 2.81 3.50 -0.33
H 0.87 4.60 -0.94
O 2.47 6.03 0.91
H 2.20 6.92 0.64
H 3.14 6.19 1.59
O 1.09 6.46 3.57
H 1.18 6.27 2.62
H 1.60 5.75 3.99
O 6.77 0.78 -1.64
H 6.42 1.01 -2.51
H 7.49 0.16 -1.83
O 8.83 3.62 3.28
H 9.60 3.60 2.69
H 8.13 4.02 2.74
O -2.85 3.37 -2.64
H -1.96 3.33 -2.26
H -2.96 4.30 -2.88
O 3.39 -2.45 -1.26
H 4.15 -2.48 -1.86
H 2.69 -2.06 -1.80
O -4.45 -2.95 3.86
H -4.98 -3.75 4.02
H -5.09 -2.23 3.91
O -4.38 3.89 0.35
H -5.19 4.23 -0.07
H -3.79 3.72 -0.40
O 1.97 -4.75 -2.71
H 2.35 -3.99 -2.23
H 1.02 -4.55 -2.72
O -0.90 -5.65 -2.11
H -0.81 -6.02 -1.22
H -1.80 -5.89 -2.37
O -6.85 -4.15 3.18
H -7.79 -4.30 3.40
H -6.88 -3.59 2.39
O -6.63 4.43 2.58
H -5.91 4.30 1.95
H -6.24 4.97 3.28
O -4.07 -6.21 -2.75
H -5.00 -6.36 -2.53
H -4.10 -5.65 -3.54
O 1.82 -2.98 -5.28
H 1.91 -3.35 -4.39
H 0.92 -3.22 -5.54
O 10.75 5.24 2.12
H 10.48 6.13 1.85
H 11.41 5.39 2.81
O 3.07 6.41 -1.90
H 3.16 6.03 -1.01
H 2.17 6.16 -2.16
O -3.77 -4.92 -5.80
H -4.13 -4.69 -6.67
H -3.06 -5.54 -5.99
O -7.64 -6.87 2.19
H -7.85 -7.16 3.09
H -7.15 -6.04 2.33
O -4.45 6.01 2.79
H -4.88 6.84 2.56
H -3.67 5.99 2.21
O -5.95 1.02 -0.69
H -5.22 0.89 -1.32
H -5.56 1.55 0.02
O 10.57 6.40 -0.49
H 10.31 5.47 -0.39
H 9.77 6.83 -0.82
O 7.57 7.70 2.26
H 7.31 6.77 2.36
H 6.77 8.13 1.93
O -8.79 0.51 -2.43
H -9.06 1.40 -2.71
H -8.13 0.67 -1.75
O -9.82 -9.31 1.74
H -10.03 -9.61 2.63
H -9.33 -8.49 1.87
O 0.87 -5.30 -6.61
H 0.85 -5.77 -5.77
H 1.80 -5.07 -6.73
O 8.06 2.29 -3.82
H 7.79 3.18 -4.09
H 8.73 2.44 -3.13
O -12.73 -8.33 2.76
H -13.42 -8.65 2.16
H -11.90 -8.50 2.28
O -6.61 -2.77 -0.49
H -7.42 -2.43 -0.90
H -6.02 -2.94 -1.24
O 6.77 -2.20 -0.17
H 7.66 -2.23 0.21
H 6.66 -1.27 -0.41
O -9.66 3.20 -1.62
H -9.50 4.14 -1.41
H -10.04 2.84 -0.80
O -0.39 -7.78 -7.88
H -0.60 -8.08 -6.98
H 0.10 -6.96 -7.75
```



Formula: C15H9AsBrF6N3OPdSe2Te2
Source: the Open Molecules 2025 dataset
Level of theory: ωB97M-V/def2-TZVPD

Properties
energy relative to the best compared isomer or geometry (same formula, charge and spin)	33.5	kcal per mole
charge	+1
2S+1	6
Kohn-Sham gap (alpha / beta)	5.8942 / 5.1990	eV
highest occupied orbital energy (alpha / beta)	-10.880 / -11.923	eV
LUMO (alpha / beta)	-0.183 / -0.247	Eh

```
41
C15H9AsBrF6N3OPdSe2Te2, DFT ωB97M-V/def2-TZVPD
Pd 0.31 -0.16 0.85
Br -6.94 6.66 -2.00
C -6.54 4.91 -2.58
C -6.83 4.53 -3.89
C -6.58 3.24 -4.29
C -5.96 2.34 -3.41
C -5.68 2.73 -2.08
C -5.97 4.01 -1.67
N -5.70 1.08 -3.82
N -4.92 0.26 -3.36
C -3.71 0.43 -2.82
C -2.89 1.53 -3.17
C -1.69 1.76 -2.56
C -1.23 0.90 -1.51
O -0.18 1.15 -0.86
C -2.03 -0.28 -1.21
N -1.59 -1.09 -0.22
C -2.30 -2.14 0.13
C -3.50 -2.47 -0.50
C -3.98 -1.67 -1.51
C -3.24 -0.54 -1.88
H -7.27 5.24 -4.56
H -6.81 2.92 -5.30
H -5.27 2.03 -1.37
H -5.78 4.30 -0.65
H -3.22 2.19 -3.96
H -1.08 2.61 -2.81
H -1.91 -2.75 0.94
H -4.05 -3.34 -0.17
H -4.90 -1.89 -2.02
Se 1.26 -2.53 1.45
Te 0.17 -1.24 3.21
Te -0.81 1.41 2.55
Se -3.08 1.37 1.83
F 2.33 0.07 -0.36
As 3.13 1.41 0.65
F 3.70 2.58 1.76
F 2.45 0.40 2.11
F 4.53 0.45 0.70
F 1.47 2.19 0.82
F 3.48 2.28 -0.76
```



Formula: C15H9BaCl3NO2Se
Source: the Open Molecules 2025 dataset
Level of theory: ωB97M-V/def2-TZVPD

Properties
energy relative to the best compared isomer or geometry (same formula, charge and spin)	7.4	kcal per mole
charge	-1
2S+1	1
Kohn-Sham gap	5.8530	eV
highest occupied orbital energy	-3.775	eV
LUMO	0.076	Eh

```
32
C15H9BaCl3NO2Se, DFT ωB97M-V/def2-TZVPD
Ba 0.80 -0.86 -0.08
Cl 1.51 4.52 5.62
C 1.20 3.17 4.56
C 1.03 1.90 5.11
C 0.78 0.82 4.29
Cl 0.56 -0.74 5.00
C 0.71 0.94 2.87
O 0.50 -0.07 2.11
C 0.89 2.25 2.36
C 0.84 2.57 0.93
O 0.66 1.79 0.01
C 1.14 3.34 3.20
H 1.07 1.76 6.18
H 0.99 3.64 0.71
H 1.28 4.33 2.78
Se 5.42 1.40 -0.92
C 3.96 0.30 -1.22
N 3.03 -0.38 -1.37
Cl -1.78 -3.72 -0.58
C -1.86 -3.00 -2.21
C -1.85 -3.87 -3.28
C -1.84 -3.37 -4.57
C -1.83 -1.98 -4.73
C -1.85 -1.13 -3.65
C -1.88 -1.58 -2.29
C -1.85 -0.72 -1.18
H -1.83 -4.93 -3.08
H -1.82 -4.04 -5.43
H -1.82 -1.55 -5.72
H -1.86 -0.06 -3.81
H -2.28 -1.07 -0.25
H -2.02 0.34 -1.38
```



Going through the records in order, we get total energy values of -1735.82056 -2306.40335 -1878.24214 -1933.55931 -8179.60565 -3488.95322 -4025.48189 -11692.03910 -4589.89766 hartree.